Record 1
A 3-piece molecular cluster, C9H18Cl4NO2 overall at a distorted geometry, computed with ωB97M-V with the def2-TZVPD basis set.

Summary:
* total charge: -1
* molar mass: 314.1 g mol⁻¹
* frontier orbital gap: 4.4 eV
* spin multiplicity: 1

Last column: Löwdin charge in e.
CARTESIAN COORDINATES (ANGSTROEM)
N (0.503, 1.465, -1.694)  -0.230
C (0.972, 0.010, -1.798)  -0.450
C (2.148, -0.383, -0.712)  -0.227
C (3.345, 0.736, -0.647)  -0.217
C (4.859, 0.134, -0.838)  -0.238
O (4.999, -0.869, -1.905)  -0.129
C (4.901, -0.278, -3.249)  -0.138
O (4.581, -1.095, -4.286)  -0.091
H (0.606, 1.841, -2.664)  -0.115
H (0.070, -0.733, -1.585)  0.059
H (1.284, -0.165, -2.922)  0.080
H (2.599, -1.439, -0.938)  0.095
H (1.620, -0.405, 0.352)  0.076
H (3.177, 1.598, -1.449)  0.098
H (3.319, 1.263, 0.422)  0.110
H (5.168, -0.416, 0.174)  0.131
H (5.587, 1.064, -0.949)  0.119
H (5.130, 0.836, -3.525)  0.161
Cl (-1.270, -0.274, 1.460)  0.542
C (-1.525, 1.480, 1.276)  -0.646
C (-1.770, 2.167, 2.610)  -0.664
Cl (-3.337, 1.712, 3.324)  0.508
H (-2.360, 1.631, 0.586)  0.069
H (-0.620, 1.883, 0.811)  0.046
H (-1.788, 3.252, 2.471)  0.070
H (-0.984, 1.931, 3.336)  0.065
Cl (-7.030, -3.029, 1.237)  0.513
C (-5.367, -2.799, 1.832)  -0.668
C (-4.811, -1.431, 1.466)  -0.687
Cl (-4.527, -1.266, -0.284)  0.535
H (-4.747, -3.606, 1.429)  0.070
H (-5.402, -2.907, 2.920)  0.069
H (-3.846, -1.278, 1.959)  0.018
H (-5.484, -0.626, 1.779)  0.065



Record 2
A 7-piece molecular cluster, C6H24BrN12O6 overall at a distorted geometry, computed with ωB97M-V with the def2-TZVPD basis set.

Summary:
* total charge: -2
* molar mass: 440.2 g mol⁻¹
* frontier orbital gap (alpha / beta): 2.4 / 8.5 eV
* spin multiplicity: 2
* expectation value of S²: 0.75

Last column: Löwdin charge in e.
CARTESIAN COORDINATES (ANGSTROEM)
Br (0.212, -0.865, -0.345)  -0.170
C (0.798, 1.349, -4.097)  -0.792
O (0.088, 0.560, -4.637)  0.053
N (1.145, 2.530, -4.698)  0.124
N (1.391, 1.192, -2.980)  0.163
H (0.524, 2.801, -5.446)  0.094
H (1.659, 3.123, -4.062)  0.078
H (2.149, 1.818, -2.746)  0.108
H (1.389, 0.310, -2.489)  0.022
C (-3.068, -0.135, -3.427)  -0.849
O (-2.192, -0.456, -4.183)  0.010
N (-4.017, 0.730, -3.709)  0.093
N (-3.123, -0.492, -2.136)  0.128
H (-4.194, 1.156, -4.608)  0.083
H (-4.705, 0.878, -2.984)  -0.004
H (-3.861, -0.042, -1.613)  -0.030
H (-2.393, -0.940, -1.601)  0.017
C (-0.247, 3.261, -0.032)  -0.907
O (0.959, 3.329, 0.239)  -0.051
N (-0.942, 4.253, 0.395)  0.121
N (-0.810, 2.356, -0.688)  0.184
H (-0.404, 4.916, 0.934)  0.107
H (-1.944, 4.154, 0.313)  0.054
H (-1.792, 2.297, -0.460)  0.054
H (-0.234, 1.616, -1.065)  -0.004
C (4.078, -2.585, 0.748)  -0.790
O (5.212, -2.851, 1.188)  -0.036
N (3.837, -2.096, -0.490)  0.140
N (2.991, -2.807, 1.315)  0.176
H (4.682, -1.946, -1.022)  0.097
H (2.903, -1.875, -0.802)  0.021
H (3.006, -3.515, 2.035)  0.131
H (2.131, -2.508, 0.879)  0.023
C (1.984, 0.061, 3.970)  -0.868
O (1.874, -0.457, 5.037)  0.031
N (1.040, 0.003, 3.129)  0.182
N (2.992, 0.816, 3.610)  0.161
H (1.172, -0.040, 2.129)  0.021
H (0.208, -0.315, 3.605)  0.106
H (3.591, 1.010, 4.399)  0.102
H (2.991, 1.399, 2.785)  0.109
C (-2.354, -2.578, 3.410)  -0.905
O (-1.773, -2.071, 4.311)  0.048
N (-3.400, -3.265, 3.505)  0.137
N (-2.070, -2.399, 2.125)  0.155
H (-3.753, -3.340, 4.448)  0.117
H (-3.742, -3.685, 2.652)  0.091
H (-2.681, -2.796, 1.426)  0.067
H (-1.310, -1.860, 1.733)  -0.001



Record 3
A 2-piece molecular cluster, C2H4Br2N overall at a distorted geometry, computed with ωB97M-V with the def2-TZVPD basis set.

Summary:
* total charge: +1
* molar mass: 201.9 g mol⁻¹
* frontier orbital gap: 8.0 eV
* spin multiplicity: 1

Last column: Löwdin charge in e.
CARTESIAN COORDINATES (ANGSTROEM)
C (0.014, -0.457, 1.763)  -0.586
C (-0.110, -0.583, 0.306)  0.111
N (0.984, -0.993, 0.805)  0.196
Br (0.335, 1.296, 2.490)  0.803
Br (-0.792, 1.543, -3.283)  0.318
H (-0.460, -1.150, 2.450)  0.111
H (-0.591, -0.364, -0.629)  0.135
H (1.953, -1.212, 0.610)  0.199
H (-1.332, 1.918, -4.511)  -0.288



Record 4
One molecule with the formula C5H10N2O2 at a distorted geometry, computed with ωB97M-V with the def2-TZVPD basis set.

Summary:
* molar mass: 130.1 g mol⁻¹
* frontier orbital gap: 8.6 eV
* spin multiplicity: 1

Last column: Löwdin charge in e.
CARTESIAN COORDINATES (ANGSTROEM)
C (0.082, 1.074, -0.361)  -0.240
C (0.893, -0.055, 0.178)  -0.142
C (0.651, 1.809, -1.514)  -0.020
C (-1.232, 1.289, 0.058)  -0.009
N (0.133, -1.088, 0.826)  -0.150
C (-0.799, -1.858, 0.035)  -0.651
N (0.811, -1.727, 1.891)  0.062
O (-1.295, -1.179, -0.948)  -0.053
O (-1.127, -2.953, 0.454)  0.053
H (0.156, -1.800, 2.666)  0.087
H (1.002, -2.688, 1.610)  0.085
H (1.554, 0.395, 0.933)  0.151
H (1.554, -0.442, -0.611)  0.145
H (0.484, 1.194, -2.406)  0.116
H (0.175, 2.775, -1.668)  0.090
H (1.731, 1.931, -1.410)  0.098
H (-1.467, 0.965, 1.069)  0.109
H (-1.724, 2.201, -0.255)  0.093
H (-1.581, 0.155, -0.548)  0.178



Record 5
C33H46BaN8O3S3Si as an isolated structure, computed with ωB97M-V with the def2-TZVPD basis set.

Summary:
* molar mass: 864.4 g mol⁻¹
* frontier orbital gap: 6.9 eV
* spin multiplicity: 1

Last column: Löwdin charge in e.
CARTESIAN COORDINATES (ANGSTROEM)
Ba (-0.332, 0.163, -0.481)  1.711
C (-1.477, -2.485, 1.918)  -0.204
C (-0.020, -2.940, 1.950)  -0.198
N (0.769, -2.243, 0.945)  -0.149
C (2.155, -1.974, 1.280)  -0.280
C (2.327, -0.999, 2.455)  -0.448
S (1.177, 0.411, 2.569)  0.833
C (-0.066, -0.202, 3.755)  -0.447
C (-1.496, -0.371, 3.226)  -0.272
N (-1.618, -1.037, 1.946)  -0.145
H (-2.020, -2.975, 2.741)  0.122
H (-1.925, -2.821, 0.981)  0.086
H (0.011, -4.031, 1.830)  0.122
H (0.417, -2.737, 2.927)  0.095
H (0.701, -2.695, 0.041)  0.068
H (2.627, -1.554, 0.392)  0.077
H (2.716, -2.884, 1.545)  0.120
H (3.325, -0.564, 2.389)  0.071
H (2.285, -1.515, 3.415)  0.067
H (-0.101, 0.514, 4.577)  0.071
H (0.318, -1.130, 4.176)  0.060
H (-1.940, 0.619, 3.111)  0.097
H (-2.066, -0.882, 4.020)  0.118
H (-2.476, -0.773, 1.478)  0.073
C (4.677, 2.118, -0.872)  -0.025
C (3.218, 1.753, -0.815)  -0.295
N (2.749, 0.571, -1.027)  -0.026
O (3.670, -0.412, -1.452)  -0.102
C (2.266, 2.836, -0.491)  -0.337
C (2.671, 4.224, -0.106)  -0.050
N (1.015, 2.494, -0.573)  -0.295
O (0.084, 3.338, -0.277)  -0.235
H (5.351, 1.263, -0.828)  0.069
H (4.917, 2.747, -0.017)  0.084
H (4.901, 2.699, -1.769)  0.099
H (4.466, 0.033, -1.773)  0.055
H (3.666, 4.490, -0.460)  0.059
H (2.644, 4.372, 0.979)  0.083
H (1.946, 4.921, -0.527)  0.070
S (-6.021, 4.413, 1.816)  1.005
C (-4.655, 3.384, 1.339)  -0.528
C (-3.374, 3.619, 1.826)  -0.057
C (-2.348, 2.790, 1.416)  -0.140
N (-2.533, 1.767, 0.575)  -0.018
C (-3.757, 1.564, 0.089)  -0.130
C (-4.850, 2.345, 0.443)  -0.069
C (-5.903, 4.280, 3.581)  -0.535
C (-5.841, 3.046, 4.217)  -0.077
C (-5.769, 3.019, 5.599)  -0.142
N (-5.772, 4.109, 6.368)  0.058
C (-5.846, 5.281, 5.745)  -0.146
C (-5.905, 5.423, 4.365)  -0.088
H (-3.179, 4.438, 2.506)  0.117
H (-1.326, 2.967, 1.731)  0.105
H (-3.847, 0.724, -0.592)  0.084
H (-5.831, 2.134, 0.040)  0.107
H (-5.845, 2.126, 3.647)  0.112
H (-5.712, 2.069, 6.118)  0.106
H (-5.847, 6.161, 6.378)  0.106
H (-5.944, 6.405, 3.911)  0.103
N (0.790, -1.971, -2.224)  0.155
C (1.037, -2.663, -3.106)  -0.121
C (1.375, -3.523, -4.213)  -0.214
C (2.509, -3.239, -4.970)  -0.025
C (2.835, -4.063, -6.033)  -0.069
C (2.036, -5.159, -6.333)  -0.071
C (0.908, -5.436, -5.573)  -0.065
C (0.570, -4.618, -4.507)  -0.020
H (3.121, -2.384, -4.715)  0.120
H (3.714, -3.852, -6.627)  0.107
H (2.295, -5.802, -7.164)  0.107
H (0.287, -6.290, -5.809)  0.109
H (-0.307, -4.819, -3.907)  0.107
C (-4.806, -2.287, -0.320)  -0.173
Si (-3.430, -2.142, -1.597)  0.161
C (-2.724, -3.874, -1.833)  -0.170
C (-4.240, -1.677, -3.223)  -0.178
O (-2.306, -1.085, -1.151)  -0.688
H (-5.616, -2.936, -0.665)  0.026
H (-5.241, -1.307, -0.101)  0.013
H (-4.432, -2.698, 0.622)  0.016
H (-3.479, -4.588, -2.171)  0.027
H (-2.281, -4.263, -0.911)  0.016
H (-1.933, -3.833, -2.588)  -0.005
H (-5.021, -2.383, -3.518)  0.023
H (-3.492, -1.643, -4.021)  0.023
H (-4.691, -0.683, -3.160)  0.021
S (-1.314, 3.298, -4.621)  1.018
C (-0.339, 2.043, -5.246)  -0.407
C (-0.094, 1.132, -4.274)  -0.246
N (-0.650, 1.413, -3.049)  -0.111
C (-1.320, 2.526, -3.097)  -0.488
H (-0.008, 2.035, -6.270)  0.063
H (0.497, 0.235, -4.389)  0.096
H (-1.803, 2.966, -2.235)  0.070



Record 6
A 10-piece molecular cluster, C24H40N8O16S2 overall at a distorted geometry, computed with ωB97M-V with the def2-TZVPD basis set.

Summary:
* total charge: +1
* molar mass: 760.8 g mol⁻¹
* frontier orbital gap (alpha / beta): 6.0 / 1.9 eV
* spin multiplicity: 2
* expectation value of S²: 0.76

Last column: Löwdin charge in e.
CARTESIAN COORDINATES (ANGSTROEM)
C (1.321, -2.875, -2.139)  0.054
N (2.083, -3.687, -3.204)  -0.399
O (1.429, -4.593, -3.698)  0.043
O (3.257, -3.445, -3.568)  0.034
H (0.437, -3.461, -1.888)  0.080
H (1.174, -1.948, -2.694)  0.076
H (1.980, -2.693, -1.290)  0.059
C (2.815, 2.185, 1.629)  0.000
N (4.206, 2.391, 1.980)  -0.396
O (5.008, 2.377, 1.043)  0.049
O (4.535, 2.390, 3.179)  0.069
H (2.760, 1.340, 0.943)  0.076
H (2.390, 3.032, 1.090)  0.107
H (2.280, 1.999, 2.560)  0.050
C (2.339, 1.803, 6.255)  0.038
N (1.357, 0.920, 5.501)  -0.434
O (1.795, 0.503, 4.433)  0.038
O (0.266, 0.823, 5.952)  0.093
H (2.633, 1.081, 7.016)  0.102
H (1.882, 2.621, 6.812)  0.097
H (3.192, 2.307, 5.800)  0.089
C (-0.361, -0.177, 1.828)  0.053
N (-0.481, -0.254, 0.338)  -0.343
O (0.090, -1.233, -0.175)  0.046
O (-1.224, 0.527, -0.304)  -0.005
H (0.345, 0.644, 1.948)  0.087
H (-0.094, -1.039, 2.439)  0.093
H (-1.418, -0.138, 2.089)  0.109
C (-1.278, 3.094, 2.374)  -0.208
C (-1.731, 3.115, 3.779)  -0.159
O (-0.529, 3.201, 4.544)  -0.198
S (0.547, 4.119, 3.786)  0.736
O (1.941, 3.723, 3.967)  -0.240
O (0.211, 5.549, 3.963)  -0.240
O (0.007, 3.713, 2.258)  -0.192
H (-1.950, 3.664, 1.733)  0.129
H (-1.411, 2.084, 1.985)  0.081
H (-2.075, 2.116, 4.047)  0.141
H (-2.477, 3.872, 4.016)  0.142
C (0.592, 2.635, -4.353)  -0.160
C (0.060, 1.693, -3.217)  -0.156
O (-0.147, 0.469, -3.954)  -0.261
S (0.884, 0.299, -5.308)  0.756
O (0.037, 0.313, -6.519)  -0.256
O (1.778, -0.804, -5.043)  -0.214
O (1.487, 1.808, -5.090)  -0.205
H (1.221, 3.470, -4.043)  0.138
H (-0.207, 2.999, -5.000)  0.121
H (-0.872, 2.021, -2.758)  0.095
H (0.864, 1.520, -2.502)  0.128
N (-0.816, -3.682, 0.955)  0.016
C (0.199, -3.655, 1.894)  -0.125
C (-0.413, -4.026, 3.008)  -0.152
C (-1.717, -4.399, 2.790)  -0.111
C (-1.976, -4.107, 1.504)  -0.137
H (-0.757, -3.532, -0.042)  0.113
H (1.197, -3.393, 1.575)  0.091
H (0.093, -4.335, 3.911)  0.107
H (-2.456, -4.842, 3.442)  0.104
H (-2.863, -4.217, 0.898)  0.095
N (4.695, -2.842, -0.326)  -0.002
C (5.062, -1.553, -0.561)  -0.099
C (4.267, -0.737, 0.258)  -0.072
C (3.310, -1.623, 0.869)  -0.119
C (3.676, -2.921, 0.555)  -0.174
H (5.248, -3.682, -0.419)  0.159
H (5.855, -1.365, -1.269)  0.115
H (4.337, 0.340, 0.280)  0.051
H (2.535, -1.368, 1.577)  0.074
H (3.393, -3.925, 0.832)  0.116
N (-2.872, -2.914, -3.047)  0.025
C (-3.778, -3.855, -2.581)  -0.097
C (-4.127, -3.447, -1.351)  -0.149
C (-3.642, -2.174, -1.127)  -0.125
C (-2.753, -1.925, -2.136)  -0.166
H (-2.642, -2.864, -4.029)  0.154
H (-4.016, -4.658, -3.262)  0.122
H (-4.787, -4.012, -0.710)  0.105
H (-3.902, -1.429, -0.389)  0.096
H (-2.248, -0.980, -2.269)  0.085
N (-4.423, 3.603, -2.270)  0.109
C (-4.694, 4.217, -3.516)  0.074
C (-4.132, 3.397, -4.464)  -0.027
C (-3.498, 2.343, -3.888)  0.014
C (-3.737, 2.453, -2.512)  0.035
H (-4.823, 3.826, -1.369)  0.176
H (-5.133, 5.196, -3.640)  0.153
H (-4.239, 3.625, -5.514)  0.139
H (-2.993, 1.585, -4.469)  0.139
H (-3.381, 1.803, -1.726)  0.141



Energy values, unit Ha, following the record order: -2399.59100 -3925.68805 -5281.01359 -456.42268 -3458.46101 -3375.87420.